{
  "formula": "C33H37O5Ru",
  "method": "ωB97M-V/def2-TZVPD",
  "orbital_gap_ev": [1.05, 4.06],
  "lumo_energy_ev": [3.55, 3.55],
  "homo_energy_ha": [0.0918, -0.0189],
  "spin_multiplicity": 6,
  "charge": -2,
  "elements": ["C", "C", "C", "C", "H", "H", "C", "H", "H", "C", "H", "H", "C", "C", "C", "O", "O", "O", "O", "C", "H", "H", "H", "C", "H", "H", "H", "O", "H", "H", "C", "C", "H", "H", "H", "H", "H", "H", "Ru", "C", "C", "C", "H", "C", "C", "H", "H", "H", "H", "C", "C", "C", "H", "C", "C", "H", "H", "H", "H", "C", "C", "C", "C", "C", "C", "C", "C", "C", "C", "H", "H", "H", "H", "H", "H", "H"],
  "xyz": [[0.278817, -1.071189, -4.139544], [0.112921, -1.751697, -2.752948], [-0.156983, 0.381059, -4.016315], [-0.917664, 0.532895, -2.668603], [-0.812953, 0.683408, -4.835870], [0.723680, 1.032350, -4.018645], [-0.986970, -0.967133, -2.049493], [1.075104, -1.670923, -2.217007], [-0.124174, -2.822357, -2.910814], [-1.200077, -1.313107, -0.539902], [-1.917132, -1.364584, -2.494808], [-1.985763, 0.771693, -2.838924], [-0.313012, 1.644670, -1.941844], [1.709362, -1.210394, -4.657222], [-0.489568, -1.714596, -5.292884], [-1.056396, -1.101061, -6.183053], [2.688668, -1.233746, -3.919285], [1.783586, -1.331546, -5.992723], [-0.460317, -3.055031, -5.263962], [-1.046350, -3.619856, -6.440723], [-0.921076, -4.691839, -6.332429], [-0.527460, -3.253060, -7.330784], [-2.104234, -3.351025, -6.505870], [3.106130, -1.524155, -6.493895], [3.782884, -0.740367, -6.132367], [3.004332, -1.485013, -7.577130], [3.487320, -2.503828, -6.177459], [-0.518794, -0.620907, 0.465153], [-0.947909, -2.376895, -0.331729], [-2.285556, -1.197413, -0.345331], [-1.210459, 2.536617, -1.196006], [1.145323, 1.621690, -1.671186], [1.682128, 2.325475, -2.347592], [1.595004, 0.617741, -1.795218], [1.362182, 1.927174, -0.632444], [-0.728318, 2.948148, -0.298920], [-2.108032, 1.983497, -0.852470], [-1.553284, 3.374549, -1.840940], [-0.073636, -0.200232, 2.264750], [-1.295655, -0.751065, 3.763253], [-2.182702, -0.621806, 2.591853], [-2.300002, -1.932952, 2.023596], [-2.794132, 0.258477, 2.387435], [-1.596605, -2.858808, 2.830020], [-0.966017, -2.167452, 3.871203], [-0.415113, -2.592565, 4.704583], [-1.260618, -0.028619, 4.569855], [-2.949634, -2.198689, 1.188813], [-1.604055, -3.944088, 2.679059], [2.010572, 0.139330, 2.480587], [1.638057, -1.091708, 3.169870], [1.572923, -2.132274, 2.174543], [1.618313, -1.229901, 4.245083], [1.888075, -1.575737, 0.916644], [2.172133, -0.194835, 1.089734], [2.550686, 0.493605, 0.343772], [2.229235, 1.092230, 2.950403], [1.356615, -3.178063, 2.382567], [1.936358, -2.124365, -0.022889], [0.619736, 3.140118, 6.951106], [0.992268, 1.841825, 6.563049], [0.701318, 1.376856, 5.286204], [0.008647, 2.175711, 4.350826], [-0.429760, 1.752851, 3.047086], [-1.271461, 2.521207, 2.270838], [-1.564102, 3.853410, 2.651329], [-1.120097, 4.324887, 3.870603], [-0.385383, 3.502583, 4.761232], [-0.049226, 3.953674, 6.050507], [0.852059, 3.512357, 7.950252], [1.530124, 1.204062, 7.265171], [0.992173, 0.358682, 5.045669], [-1.744858, 2.110083, 1.380129], [-2.136519, 4.502472, 1.987743], [-1.348189, 5.333931, 4.217974], [-0.346508, 4.965535, 6.316718]],
  "atomic_forces_ev_per_a": [[0.179, -0.916, -1.102], [0.689, 0.057, -0.302], [-0.229, 0.410, 0.339], [-0.611, -1.035, -0.075], [0.342, -0.168, -0.031], [-0.225, -0.078, -0.001], [-0.244, -0.099, -0.315], [-0.403, -0.059, -0.196], [0.129, 0.548, 0.380], [0.207, 0.869, 1.646], [0.060, 0.152, 0.019], [0.487, 0.081, -0.155], [0.140, -0.525, 1.015], [1.404, 0.043, 2.132], [-1.329, 0.773, -0.316], [0.470, -0.740, 0.866], [-1.232, 0.092, -1.533], [0.425, 0.122, 0.080], [-0.076, 0.047, -0.404], [0.007, -0.171, 0.080], [-0.046, -0.092, -0.047], [-0.098, -0.064, 0.103], [0.170, -0.071, -0.025], [0.175, -0.052, -0.036], [-0.196, -0.210, -0.087], [0.090, -0.009, 0.056], [-0.047, 0.265, -0.059], [-0.466, 0.261, -5.074], [-0.303, -0.018, -0.782], [0.107, -0.117, -0.377], [-0.412, 0.521, 0.391], [0.631, 0.217, 0.152], [0.019, -0.265, 0.288], [-0.225, 0.441, -0.063], [-0.171, -0.016, -0.434], [-0.166, 0.049, -0.291], [0.316, 0.310, -0.157], [-0.034, -0.139, 0.317], [-1.015, 2.842, 0.371], [-1.706, -1.011, 0.572], [0.187, -0.596, 0.925], [-0.988, -0.257, 1.118], [0.233, -0.359, -0.061], [-0.374, -0.090, 0.116], [-1.295, 0.040, 0.479], [0.110, -0.014, -0.278], [-0.090, -0.270, 0.106], [0.310, 0.034, 0.285], [0.285, 0.439, -0.068], [1.546, -0.854, -0.122], [1.738, 0.025, -0.559], [0.450, 0.306, 0.191], [-0.070, -0.026, -0.319], [1.191, 0.177, 0.316], [0.522, -0.595, 0.916], [-0.381, -0.136, 0.036], [0.055, -0.210, -0.084], [-0.157, 0.347, -0.119], [-0.177, 0.195, 0.209], [0.664, -1.148, 0.371], [0.080, 1.164, 1.041], [0.221, -0.621, -0.210], [-0.864, 0.612, -0.966], [0.659, -1.950, 0.541], [-0.506, 1.553, -0.012], [-0.220, -0.790, -0.707], [0.442, 0.163, 0.506], [-0.080, -0.126, -0.493], [-0.239, 0.630, 0.023], [0.017, -0.134, -0.118], [-0.095, 0.066, -0.079], [-0.172, 0.334, -0.102], [0.293, 0.086, 0.145], [-0.064, -0.134, 0.078], [-0.056, -0.086, -0.165], [0.012, -0.020, 0.112]]
}